(1)
The following is a DFT calculation (wB97M-V/def2-TZVPD) of a 2-piece molecular cluster, C44H45N2O3Si overall in a non-equilibrium geometry.

The geometry in XYZ format:
```
95
Properties=species:S:1:pos:R:3:forces:R:3:lowdin_charge:R:1
C -4.651156 -5.454061 2.261604 -0.175 0.020 0.501 0.00
N -4.033623 -4.535483 1.334132 0.163 -0.151 -0.595 -0.04
C -3.609913 -4.935167 0.096679 0.056 -1.308 -0.131 -0.36
O -3.646054 -6.084237 -0.336188 -0.007 1.898 0.482 0.10
C -3.050903 -3.696050 -0.613289 0.353 -0.784 -0.219 -0.15
C -3.831421 -3.322964 -1.882132 -0.251 0.265 -0.039 -0.08
C -3.735991 -4.387298 -2.953953 0.019 0.035 -0.192 -0.24
C -4.897138 -4.995768 -3.441381 0.364 -0.215 0.231 -0.04
C -4.796504 -6.099265 -4.291454 0.245 0.186 -0.086 -0.07
C -3.536344 -6.539783 -4.719040 -0.086 0.192 0.225 -0.07
C -2.380291 -5.864057 -4.308765 -0.156 0.229 0.088 -0.07
C -2.481050 -4.774933 -3.436708 -0.363 -0.360 -0.032 -0.04
N -3.115786 -2.678284 0.441428 0.610 2.240 -0.760 0.06
C -2.650114 -1.433044 0.231513 -0.277 -1.977 0.165 0.03
C -2.631699 -0.453821 1.219433 0.260 1.379 0.786 -0.06
C -1.932045 0.744004 1.146436 -1.052 -0.852 -0.566 0.05
C -2.136161 1.833149 2.066051 -0.138 0.851 1.134 -0.20
C -1.678299 3.147543 1.765265 -0.041 -0.600 -0.025 0.00
C -1.930396 4.214276 2.625266 -0.137 -0.127 0.245 -0.06
C -2.626038 4.004189 3.829133 0.208 -0.279 -0.436 -0.04
C -3.094397 2.721230 4.147199 0.123 -0.127 -0.191 -0.06
C -2.855546 1.653889 3.283788 0.194 0.282 -0.265 -0.01
C -3.775426 -3.143260 1.680457 -0.479 -0.480 0.696 -0.45
C -5.110403 -2.424951 1.954143 -0.095 0.042 -0.293 0.02
C -2.878173 -3.081486 2.928774 0.276 -0.125 -0.102 0.01
H -4.737992 -6.437471 1.797460 0.099 0.230 -0.063 0.10
H -4.055248 -5.540011 3.176974 -0.055 -0.097 -0.162 0.10
H -5.649170 -5.100202 2.542941 0.095 -0.116 -0.088 0.10
H -1.993445 -3.906077 -0.871651 -0.482 0.170 0.185 0.17
H -4.886157 -3.161431 -1.601401 0.324 0.034 -0.155 0.13
H -3.427298 -2.369892 -2.260274 -0.165 -0.167 0.086 0.12
H -5.868725 -4.616997 -3.110285 0.275 -0.297 -0.086 0.12
H -5.704037 -6.613690 -4.610560 0.306 0.145 0.005 0.11
H -3.455724 -7.410755 -5.370709 -0.025 0.270 0.182 0.11
H -1.395214 -6.183801 -4.653040 -0.338 0.054 0.046 0.11
H -1.590158 -4.236240 -3.100348 -0.173 -0.282 -0.148 0.11
H -2.299260 -1.207568 -0.781692 0.135 -0.281 0.435 0.14
H -3.229222 -0.654122 2.106109 0.273 0.298 -0.409 0.06
H -1.237365 0.888803 0.318936 -0.148 0.094 0.026 0.11
H -1.134045 3.306962 0.830954 -0.105 0.016 0.292 0.12
H -1.580875 5.217583 2.366217 -0.102 -0.407 0.077 0.11
H -2.788332 4.831355 4.522513 0.003 -0.239 -0.268 0.12
H -3.642795 2.551084 5.077382 0.225 0.073 -0.338 0.12
H -3.216800 0.661338 3.557904 0.109 0.346 0.008 0.11
H -5.831480 -2.648619 1.155269 0.202 0.086 0.214 0.11
H -5.518888 -2.776005 2.911169 0.102 0.105 -0.316 0.10
H -4.984373 -1.341234 2.014317 -0.148 -0.203 0.036 0.08
H -2.024421 -3.762751 2.814080 -0.180 0.203 0.033 0.11
H -2.501105 -2.074643 3.119434 -0.033 -0.280 0.053 0.07
H -3.464902 -3.393634 3.802417 0.197 0.064 -0.258 0.10
C 2.410166 6.902311 1.091168 0.079 -0.320 -0.042 -0.08
C 3.318647 6.691848 0.047542 -0.032 -0.292 0.083 -0.07
C 3.695107 5.385890 -0.300461 -0.243 0.428 0.282 -0.09
C 3.166106 4.283543 0.388948 -0.164 0.251 -0.015 -0.23
Si 3.759071 2.575083 0.009804 -0.153 -0.199 0.359 0.71
C 4.127588 2.398109 -1.802859 0.359 0.029 -0.183 -0.24
C 3.467357 3.172252 -2.765567 -0.013 -0.141 -0.545 -0.10
C 3.693261 2.966874 -4.131314 0.057 -0.027 0.289 -0.07
C 4.605901 1.990203 -4.551376 -0.024 0.040 0.296 -0.08
C 5.328346 1.268236 -3.596278 -0.028 0.085 0.091 -0.08
C 5.109119 1.491658 -2.228996 -0.196 -0.054 -0.367 -0.07
C 5.279616 2.162820 0.991593 0.069 -0.077 0.302 -0.24
C 6.450140 2.911559 0.779705 0.266 -0.275 0.248 -0.08
C 7.624033 2.618629 1.487202 -0.300 -0.034 -0.062 -0.07
C 7.634567 1.581172 2.426872 -0.350 0.025 -0.151 -0.08
C 6.463133 0.852585 2.662898 0.031 0.154 -0.089 -0.08
C 5.291127 1.148254 1.956336 0.378 -0.081 0.087 -0.08
O 2.538266 1.476605 0.638967 0.505 1.127 -0.225 -0.03
C 1.667287 0.907605 -0.153581 -1.092 -2.693 0.329 -0.45
C 0.986608 -0.288243 -0.022011 1.335 1.796 1.627 -0.07
C 0.697331 -0.774036 -1.371807 -0.385 -1.007 -0.634 -0.19
C 0.856607 0.470664 -2.229163 -0.074 0.497 0.174 -0.09
O 1.482899 1.463877 -1.350361 0.174 0.330 -1.364 -0.03
C 2.256235 4.502354 1.431001 -0.113 0.521 0.025 -0.09
C 1.880642 5.804075 1.782414 0.116 -0.047 -0.193 -0.09
H 2.120894 7.917757 1.370477 0.088 -0.327 -0.100 0.11
H 3.738233 7.539906 -0.496978 -0.141 -0.243 0.181 0.11
H 4.401847 5.234281 -1.119684 -0.185 0.056 0.238 0.10
H 2.760706 3.943419 -2.454503 0.077 -0.288 -0.086 0.11
H 3.152209 3.571229 -4.862219 0.195 -0.195 0.184 0.11
H 4.762459 1.809119 -5.618017 -0.014 0.071 0.380 0.11
H 6.071494 0.530965 -3.909440 -0.234 0.262 0.075 0.11
H 5.703535 0.957150 -1.485925 -0.174 0.016 -0.226 0.11
H 6.451380 3.727540 0.052835 0.046 -0.218 0.160 0.11
H 8.529471 3.198789 1.303268 -0.263 -0.154 0.056 0.11
H 8.548689 1.344652 2.975626 -0.298 0.084 -0.180 0.11
H 6.458727 0.049445 3.400847 0.025 0.221 -0.184 0.10
H 4.382533 0.576917 2.156832 0.270 0.136 -0.081 0.10
H 0.891495 -0.827320 0.914887 0.391 -0.114 -0.314 0.11
H 1.413586 -1.545511 -1.703941 -0.270 0.050 0.194 0.12
H -0.299885 -1.213255 -1.444045 -0.138 -0.098 -0.401 0.07
H 1.514408 0.310785 -3.090473 -0.204 0.264 0.199 0.13
H -0.117129 0.859725 -2.541710 0.271 0.184 -0.087 0.13
H 1.832982 3.656939 1.977683 0.140 0.196 -0.128 0.10
H 1.175107 5.957192 2.601298 0.210 0.011 -0.215 0.10
```
Forces are in eV/Å.

Results
**E_tot**: -63353.4412 eV
**Net charge**: +1

---

(2)
The following is a DFT calculation (wB97M-V/def2-TZVPD) of a 9-piece molecular cluster, C44H45N9 overall in a non-equilibrium geometry.

The geometry in XYZ format:
```
98
Properties=species:S:1:pos:R:3:forces:R:3:lowdin_charge:R:1
N 4.792766 4.786121 -4.932097 -0.125 -0.698 0.752 0.00
C 4.987676 3.798751 -3.957167 0.382 0.772 -1.391 -0.13
C 4.176616 4.094911 -2.908777 -0.492 -0.870 0.199 -0.13
C 3.384336 5.211521 -3.256627 0.219 0.571 -0.406 -0.11
C 3.811456 5.640851 -4.498517 -0.052 -0.100 0.262 -0.15
H 5.179326 4.766121 -5.864987 -0.030 0.084 0.356 0.14
H 5.664546 2.984281 -4.169007 -0.034 0.096 0.248 0.10
H 4.054246 3.466531 -2.038957 0.092 0.163 0.047 0.09
H 2.595006 5.635541 -2.653657 0.171 0.147 -0.090 0.09
H 3.551096 6.514571 -5.077507 -0.137 -0.168 0.024 0.10
N -3.666234 1.890141 -9.893817 0.280 -1.777 -0.999 0.04
C -4.516114 1.420221 -9.005797 -0.330 2.546 2.676 -0.12
C -4.619174 2.078491 -7.702737 1.449 -2.458 -1.249 -0.06
C -3.620094 2.959201 -7.343907 -0.948 0.664 -0.899 -0.09
C -2.638004 3.280631 -8.288297 -0.656 0.844 1.318 -0.08
C -2.692824 2.710621 -9.523397 -0.136 0.579 0.089 -0.17
H -5.246304 0.654921 -9.223827 0.067 -0.062 -0.576 0.09
H -5.213964 1.634911 -6.917967 -0.672 0.280 -0.173 0.09
H -3.798244 3.539171 -6.450437 0.635 -0.093 0.349 0.10
H -1.988974 4.121041 -8.091167 0.485 -0.264 0.054 0.10
H -1.933064 3.032321 -10.220297 -0.172 -0.265 -0.587 0.10
N -2.675514 -4.238469 -5.696837 -1.049 -1.245 -1.312 0.06
C -3.296504 -5.217799 -5.000507 0.531 1.223 -0.375 -0.17
C -3.919614 -6.315149 -5.557157 -0.927 0.063 -1.306 -0.09
C -4.001144 -6.455199 -6.963737 1.537 1.188 1.174 -0.05
C -3.325124 -5.457529 -7.729797 -1.234 -1.613 1.118 -0.07
C -2.753794 -4.393229 -7.054047 1.024 -0.072 0.986 -0.16
H -3.320224 -5.064159 -3.931757 0.129 -0.129 0.184 0.10
H -4.482464 -6.963249 -4.901737 0.189 -0.311 -0.004 0.10
H -4.455544 -7.354479 -7.352627 -0.093 0.186 -0.396 0.10
H -3.257274 -5.585959 -8.799987 0.013 0.356 -0.069 0.09
H -2.177184 -3.686869 -7.632807 -0.118 0.364 0.003 0.10
N 0.211066 0.247241 1.807103 -0.342 -1.043 -1.581 0.04
C 0.726636 -0.553439 0.752903 -1.959 2.141 1.954 -0.11
C 0.304536 -0.412259 -0.568977 -0.693 -0.715 1.323 -0.09
C -0.784954 0.429861 -0.825337 1.063 0.198 0.945 -0.08
C -1.318264 1.201821 0.227263 0.986 -0.328 -1.571 -0.08
C -0.820854 1.077221 1.533973 1.556 -0.363 -1.990 -0.16
H 1.401486 -1.308759 1.127703 0.393 0.140 -0.359 0.09
H 0.704176 -1.078939 -1.318787 0.127 0.165 -0.183 0.10
H -1.055934 0.524211 -1.866517 -0.484 0.318 0.068 0.10
H -1.873704 2.058861 -0.124007 -0.812 -0.090 0.614 0.09
H -1.164344 1.841491 2.215383 0.170 -0.427 0.774 0.10
N -6.943554 5.310661 7.969363 0.021 -0.500 -0.312 0.04
C -8.240304 5.012511 8.040753 -0.306 0.678 -0.474 -0.15
C -8.989804 4.508421 6.954733 1.624 1.271 1.228 -0.05
C -8.231764 4.314371 5.819333 -1.605 -1.294 -2.016 -0.12
C -6.869624 4.391311 5.726613 1.063 1.355 2.010 -0.06
C -6.292334 4.975331 6.856103 0.340 -0.306 0.168 -0.16
H -8.665494 5.409911 8.950523 -0.571 -0.471 0.176 0.10
H -10.069364 4.489221 6.978853 0.063 -0.264 -0.077 0.10
H -8.767414 4.073571 4.912973 -0.188 -0.298 -0.178 0.10
H -6.180854 4.195931 4.918023 -0.668 -0.181 -0.468 0.10
H -5.237454 5.206461 6.870543 0.226 0.008 -0.059 0.10
N 7.263936 -6.556659 7.793613 -1.685 1.296 0.300 0.04
C 6.755106 -6.272019 6.557073 -0.458 -0.420 1.923 -0.14
C 5.509136 -5.664449 6.390543 0.011 0.315 0.331 -0.07
C 4.773406 -5.189229 7.505213 1.106 -0.307 -1.581 -0.08
C 5.341206 -5.346819 8.738703 0.529 -1.074 0.905 -0.09
C 6.532866 -6.087979 8.862183 0.909 -0.246 -2.018 -0.13
H 7.348346 -6.650259 5.737693 -0.078 0.144 -0.226 0.10
H 5.128336 -5.535219 5.388193 -0.078 0.041 -0.059 0.09
H 3.834106 -4.676919 7.358063 -0.073 -0.047 0.042 0.10
H 4.812806 -5.043949 9.630583 0.089 0.168 0.111 0.10
H 7.000956 -6.328169 9.805373 -0.268 0.137 0.267 0.09
N 7.859496 0.828121 4.980753 -1.251 0.462 1.364 0.05
C 6.891716 0.604891 5.945683 3.090 0.179 0.679 -0.11
C 7.286666 0.495091 7.297653 -1.405 0.562 -0.784 -0.10
C 8.566996 0.730681 7.720983 1.276 0.346 -1.049 -0.09
C 9.513536 1.164351 6.762673 -1.521 -0.873 0.268 -0.06
C 9.089776 1.174531 5.416253 -0.206 -1.136 0.970 -0.16
H 5.839406 0.449441 5.758903 0.120 -0.009 -0.888 0.10
H 6.526406 0.347161 8.050333 -0.158 -0.411 -0.013 0.09
H 8.807356 0.509101 8.750313 0.256 0.362 0.101 0.10
H 10.538486 1.348691 7.048853 0.038 0.130 -0.180 0.09
H 9.881526 1.264621 4.687263 -0.240 0.380 -0.472 0.09
N 7.280806 -5.474069 0.112733 -0.214 -1.153 0.062 0.04
C 7.986626 -4.396859 -0.079437 -1.014 1.961 -0.453 -0.14
C 7.501176 -3.334199 -0.916847 0.982 -0.740 0.386 -0.06
C 6.269146 -3.444689 -1.530027 -0.414 -0.716 0.553 -0.09
C 5.546606 -4.631789 -1.344817 1.116 -0.230 0.231 -0.07
C 6.147376 -5.618799 -0.555707 -1.238 0.329 -0.468 -0.16
H 8.807896 -4.327849 0.618523 0.597 0.462 -0.505 0.10
H 8.116366 -2.475189 -1.140557 0.062 0.157 0.360 0.09
H 5.812716 -2.622559 -2.061217 0.252 0.071 -0.265 0.10
H 4.605926 -4.821679 -1.840247 -0.096 0.067 0.115 0.10
H 5.621056 -6.548369 -0.396737 -0.041 -0.206 -0.006 0.10
N -10.030474 1.754221 -0.977137 -0.571 1.203 -0.794 0.05
C -10.917464 2.614411 -1.575217 0.737 -0.900 0.250 -0.11
C -10.572274 3.707841 -2.412347 -1.381 -1.779 0.794 -0.08
C -9.254214 3.866161 -2.613967 1.514 0.876 0.262 -0.12
C -8.345724 3.005541 -2.033977 1.326 0.092 -0.019 -0.09
C -8.726494 1.960321 -1.217807 -1.200 0.392 -0.750 -0.15
H -11.926434 2.290861 -1.366137 -0.312 0.478 -0.136 0.09
H -11.229344 4.342131 -2.988817 -0.611 -0.124 0.514 0.10
H -8.925894 4.765021 -3.114617 0.316 -0.189 -0.449 0.11
H -7.298064 3.176041 -2.233317 0.181 -0.064 0.069 0.10
H -8.012484 1.244661 -0.837787 0.006 0.016 0.260 0.10
```
Forces are in eV/Å.

Results
**Energy relative to the best compared isomer or geometry (same formula, charge and spin)**: 92.81 kcal per mole